# 1
A cluster of 4 separate species, C44H59FN5O10S3 in total in a non-equilibrium geometry. Source: OMol25; level of theory: the ωB97M-V functional and the def2-TZVPD basis.

Each line ends with the Löwdin charge.
Geometry (Å):
C 3.12 5.58 3.23  -0.10
C 1.86 6.11 2.54  -0.26
C 1.82 5.83 1.04  -0.22
C 1.56 4.36 0.72  -0.19
C 0.10 4.02 0.32  -0.19
C -0.72 3.34 1.41  -0.19
C -1.55 4.31 2.27  -0.17
C -3.05 4.10 2.16  -0.20
N -3.46 2.80 2.71  -0.17
C -3.27 2.69 4.17  -0.19
C -4.42 3.26 5.00  -0.18
C -3.95 4.27 6.05  -0.20
C -3.01 3.68 7.09  -0.21
C -3.70 2.73 8.06  -0.20
C -2.78 1.66 8.66  -0.23
C -2.87 1.55 10.17  -0.27
C -2.09 0.34 10.72  -0.11
C -4.63 2.29 2.23  -1.08
S -5.69 2.99 1.21  0.70
S -5.01 0.65 2.92  0.91
C -4.80 -0.35 1.43  -0.49
C -4.14 -1.68 1.86  -0.24
C -4.19 -2.78 0.80  -0.07
N -2.89 -2.99 0.09  -0.02
C -2.50 -4.26 -0.19  0.06
C -1.27 -4.51 -0.84  0.09
C -0.43 -3.44 -1.21  -0.04
C 0.87 -3.83 -1.85  -0.51
O 0.92 -4.83 -2.42  0.23
O 1.87 -2.97 -1.75  0.14
C -0.88 -2.14 -0.93  -0.10
S 0.04 -0.68 -1.35  0.65
O 0.31 -0.67 -2.73  -0.17
O 0.99 -0.47 -0.30  -0.20
F -1.16 0.24 -1.09  -0.12
C -2.13 -1.95 -0.28  0.06
H 2.92 4.62 3.71  0.06
H 3.49 6.27 3.98  0.07
H 3.90 5.39 2.49  0.07
H 0.99 5.63 2.99  0.09
H 1.76 7.18 2.71  0.10
H 2.77 6.14 0.61  0.10
H 1.03 6.44 0.60  0.10
H 1.81 3.75 1.59  0.10
H 2.21 4.03 -0.08  0.10
H -0.40 4.92 -0.02  0.10
H 0.15 3.35 -0.53  0.09
H -0.08 2.72 2.02  0.11
H -1.42 2.65 0.93  0.09
H -1.36 5.32 1.92  0.11
H -1.23 4.28 3.30  0.09
H -3.31 4.16 1.12  0.07
H -3.57 4.91 2.67  0.13
H -2.34 3.17 4.44  0.10
H -3.13 1.64 4.40  0.09
H -4.91 2.45 5.52  0.10
H -5.16 3.75 4.36  0.11
H -4.84 4.64 6.55  0.12
H -3.49 5.11 5.52  0.11
H -2.16 3.20 6.62  0.10
H -2.60 4.50 7.66  0.12
H -4.07 3.33 8.89  0.11
H -4.57 2.26 7.60  0.10
H -1.75 1.89 8.40  0.11
H -3.04 0.69 8.24  0.11
H -3.92 1.45 10.46  0.11
H -2.48 2.45 10.63  0.11
H -1.40 -0.02 9.98  0.06
H -1.51 0.60 11.60  0.07
H -2.75 -0.48 10.98  0.07
H -4.19 0.22 0.74  0.06
H -5.74 -0.54 0.93  0.08
H -4.67 -2.03 2.73  0.11
H -3.12 -1.48 2.17  0.12
H -4.95 -2.59 0.05  0.14
H -4.40 -3.73 1.27  0.13
H -3.14 -5.06 0.11  0.15
H -0.97 -5.52 -1.05  0.14
H 2.14 -2.84 -0.83  0.15
H -2.49 -0.97 -0.04  0.13
C 3.67 -5.83 -4.06  -0.07
C 4.71 -6.75 -4.11  -0.06
C 5.22 -7.15 -5.34  0.00
C 4.67 -6.61 -6.49  -0.14
C 3.63 -5.70 -6.46  0.00
C 3.13 -5.31 -5.23  -0.06
N 5.22 -7.02 -7.79  -0.34
O 6.12 -7.84 -7.79  0.06
O 4.75 -6.51 -8.79  0.09
H 3.28 -5.51 -3.10  0.08
H 5.13 -7.15 -3.20  0.11
H 6.03 -7.86 -5.40  0.12
H 3.23 -5.30 -7.38  0.12
H 2.32 -4.60 -5.18  0.10
C -6.74 4.48 -4.49  -0.06
C -6.48 5.52 -3.61  -0.06
C -5.33 5.51 -2.83  0.00
C -4.46 4.44 -2.96  -0.15
C -4.70 3.39 -3.82  -0.01
C -5.85 3.41 -4.59  -0.06
N -3.24 4.43 -2.15  -0.34
O -3.05 5.35 -1.38  0.08
O -2.48 3.49 -2.28  0.06
H -7.64 4.50 -5.09  0.11
H -7.17 6.35 -3.53  0.11
H -5.11 6.31 -2.15  0.12
H -4.00 2.57 -3.90  0.11
H -6.06 2.60 -5.28  0.11
C 9.91 -6.91 -9.72  -0.06
C 9.07 -7.35 -8.70  -0.06
C 9.57 -7.53 -7.42  0.00
C 10.90 -7.28 -7.19  -0.15
C 11.76 -6.86 -8.18  -0.01
C 11.25 -6.68 -9.46  -0.07
N 11.43 -7.46 -5.82  -0.35
O 10.65 -7.85 -4.97  0.07
O 12.60 -7.20 -5.63  0.08
H 9.52 -6.76 -10.71  0.11
H 8.02 -7.54 -8.89  0.08
H 8.92 -7.87 -6.62  0.11
H 12.80 -6.67 -7.96  0.12
H 11.91 -6.34 -10.25  0.11

Summary:
**Total charge**: +1
**M**: 933.180 g/mol
**Frontier orbital gap**: 5.02 eV

# 2
A structure of composition C44H60BiN3PS2. Source: OMol25; level of theory: the ωB97M-V functional and the def2-TZVPD basis.

Each line ends with the Löwdin charge.
Geometry (Å):
Bi 0.42 -1.52 -1.09  1.73
C -0.48 5.44 -0.24  -0.05
C -0.36 4.19 -1.12  -0.37
C -1.75 3.66 -1.49  -0.05
C 0.48 3.13 -0.43  -0.21
C -0.16 2.39 0.65  0.01
C 0.01 1.15 1.14  -0.14
C -0.63 0.88 2.51  -0.38
C 0.42 0.96 3.63  -0.02
C -1.79 1.80 2.89  -0.07
C 0.90 0.10 0.52  -0.35
C 2.66 1.95 -0.03  -0.27
C 1.77 2.96 -0.72  -0.02
C 4.05 1.96 -0.75  -0.35
C 4.96 0.80 -0.40  -0.06
C 4.79 3.28 -0.52  -0.05
C 1.25 -1.06 1.43  -0.32
C 2.56 -1.45 1.72  -0.05
C 2.84 -2.36 2.73  -0.04
C 1.82 -2.91 3.48  -0.06
C 0.51 -2.74 3.05  -0.10
C 0.22 -1.92 1.95  -0.36
P -1.16 -2.42 0.85  1.07
C -1.08 -4.30 0.79  -0.65
C -1.52 -5.00 2.10  -0.06
C -1.95 -4.83 -0.37  -0.11
C 0.37 -4.69 0.45  -0.10
C -2.87 -1.75 1.20  -0.65
C -2.96 -0.36 0.54  -0.08
C -3.15 -1.71 2.71  -0.06
C -3.97 -2.60 0.55  -0.09
H -1.15 6.17 -0.70  0.08
H 0.49 5.91 -0.10  0.08
H -0.89 5.20 0.74  0.08
H 0.16 4.47 -2.04  0.13
H -2.36 3.51 -0.60  0.08
H -1.68 2.70 -2.01  0.05
H -2.27 4.36 -2.14  0.09
H -0.86 3.01 1.19  0.10
H -1.01 -0.14 2.52  0.06
H 0.89 1.95 3.63  0.08
H 1.21 0.22 3.52  0.07
H -0.06 0.80 4.59  0.09
H -1.44 2.77 3.22  0.09
H -2.33 1.36 3.74  0.09
H -2.51 1.95 2.08  0.07
H 2.22 3.57 -1.50  0.13
H 3.80 1.88 -1.81  0.12
H 5.24 0.79 0.66  0.07
H 5.89 0.88 -0.97  0.08
H 4.51 -0.16 -0.66  0.07
H 5.13 3.38 0.51  0.09
H 4.18 4.16 -0.76  0.08
H 5.67 3.32 -1.17  0.09
H 3.36 -1.00 1.15  0.09
H 3.88 -2.60 2.95  0.12
H 2.03 -3.55 4.33  0.12
H -0.28 -3.29 3.53  0.10
H -2.13 -5.87 1.86  0.09
H -2.11 -4.37 2.76  0.06
H -0.65 -5.35 2.66  0.09
H -3.01 -4.83 -0.15  0.06
H -1.65 -5.87 -0.55  0.10
H -1.78 -4.28 -1.30  0.01
H 1.10 -4.29 1.15  0.07
H 0.64 -4.39 -0.57  0.04
H 0.43 -5.78 0.47  0.10
H -2.07 0.25 0.62  0.04
H -3.80 0.18 0.99  0.10
H -3.18 -0.48 -0.52  0.07
H -2.39 -1.17 3.28  0.07
H -3.25 -2.71 3.13  0.07
H -4.10 -1.20 2.87  0.10
H -3.75 -2.83 -0.50  0.07
H -4.89 -2.02 0.57  0.10
H -4.15 -3.53 1.09  0.08
C -3.66 -3.25 -4.38  -0.08
C -2.24 -2.85 -4.61  -0.70
S -0.86 -3.38 -3.64  0.54
C -1.64 -2.10 -5.55  -0.71
C -2.16 -1.34 -6.71  -0.07
S 0.07 -2.18 -5.08  0.65
H -3.79 -3.66 -3.38  0.06
H -3.98 -4.01 -5.09  0.09
H -4.32 -2.39 -4.48  0.09
H -3.23 -1.50 -6.81  0.09
H -1.68 -1.67 -7.64  0.09
H -1.98 -0.27 -6.59  0.07
C 3.47 3.16 4.09  -0.08
C 2.87 4.02 3.18  -0.07
C 2.58 3.60 1.89  -0.03
C 2.87 2.30 1.46  -0.14
C 3.50 1.47 2.38  -0.06
C 3.80 1.88 3.67  -0.07
N 1.99 0.58 -0.35  -0.08
N 1.73 0.76 -1.76  0.01
C 0.63 0.79 -2.46  -0.45
C 0.63 1.54 -3.69  -0.01
C -0.50 1.66 -4.43  -0.07
C -1.70 0.99 -4.04  -0.11
C -1.65 0.17 -2.97  -0.19
N -0.54 0.07 -2.19  -0.15
H 3.70 3.49 5.09  0.11
H 2.63 5.04 3.48  0.11
H 2.13 4.31 1.22  0.11
H 3.80 0.48 2.10  0.07
H 4.29 1.19 4.34  0.11
H 1.55 2.03 -3.96  0.12
H -0.49 2.28 -5.32  0.12
H -2.61 1.09 -4.61  0.11
H -2.49 -0.44 -2.67  0.10

Summary:
**Total charge**: +1
**M**: 935.073 g/mol
**Relative energy (zero: lowest compared OMol25 entry of this formula, charge and spin)**: 57.7 kJ/mol
**Frontier orbital gap**: 6.98 eV

# 3
A structure of composition C44H61As2N7O3PV in a non-equilibrium geometry. Source: OMol25; level of theory: the ωB97M-V functional and the def2-TZVPD basis.

Each line ends with the Löwdin charge.
Geometry (Å):
V -0.85 -0.03 1.26  0.68
O -0.44 -6.97 1.61  -0.06
C -1.33 -6.28 2.14  -0.70
O -2.38 -6.63 2.72  -0.06
C -1.19 -4.75 1.95  -0.10
C -0.05 -4.19 1.42  0.05
C 0.07 -2.79 1.28  -0.23
N -0.98 -2.01 1.61  -0.02
C -2.09 -2.54 2.19  -0.24
C -2.23 -3.90 2.37  0.06
C -3.03 -1.51 2.66  -0.21
C -4.21 -1.80 3.34  0.00
C -5.00 -0.76 3.77  -0.07
C -4.60 0.55 3.51  -0.06
C -3.42 0.76 2.84  -0.11
N -2.64 -0.24 2.44  0.01
C 1.21 -2.04 0.87  -0.26
C 2.52 -2.64 0.82  -0.02
C 3.62 -1.91 0.55  -0.07
C 3.51 -0.48 0.18  -0.18
C 2.12 0.13 0.47  -0.28
N 1.00 -0.73 0.70  -0.05
H 0.74 -4.86 1.13  0.11
H -3.09 -4.36 2.83  0.11
H -4.49 -2.83 3.52  0.11
H -5.93 -0.96 4.29  0.10
H -5.20 1.40 3.81  0.10
H -3.07 1.76 2.59  0.10
H 2.60 -3.69 1.04  0.11
H 4.60 -2.38 0.56  0.10
H 3.85 -0.34 -0.86  0.13
H 1.84 0.83 -0.33  0.11
C 0.41 1.42 5.01  -0.29
As 0.52 0.16 3.51  1.18
C 0.51 -1.52 4.50  -0.26
C 2.41 0.24 3.02  -0.39
C 3.37 -0.28 3.79  -0.10
C 4.78 -0.28 3.39  -0.08
C 5.15 0.11 2.16  -0.06
C 4.14 0.56 1.16  -0.23
C 2.72 0.89 1.70  -0.52
As 2.18 2.79 1.89  1.20
C 2.86 3.50 0.18  -0.31
C 3.70 3.37 2.99  -0.31
H 1.30 1.34 5.63  0.02
H -0.47 1.16 5.60  0.02
H 0.30 2.43 4.62  0.00
H 1.08 -1.44 5.43  0.03
H 0.93 -2.31 3.87  0.03
H -0.53 -1.78 4.74  0.03
H 3.13 -0.74 4.74  0.09
H 5.51 -0.63 4.10  0.10
H 6.19 0.09 1.88  0.11
H 4.54 1.39 0.58  0.12
H 2.34 3.02 -0.65  0.01
H 3.93 3.36 0.07  0.02
H 2.64 4.56 0.15  0.02
H 4.64 2.94 2.64  0.02
H 3.54 3.08 4.02  0.01
H 3.76 4.46 2.94  0.01
C -2.07 4.65 2.00  -0.08
C -1.65 3.64 0.94  -0.41
C -0.61 4.25 0.00  -0.08
C -2.79 3.06 0.13  -0.17
C -3.85 3.88 -0.23  -0.06
C -4.89 3.40 -1.00  -0.11
C -4.86 2.09 -1.44  -0.06
C -3.81 1.23 -1.12  -0.14
C -3.82 -0.14 -1.76  -0.37
C -3.88 -1.32 -0.81  -0.06
C -2.66 -0.28 -2.75  -0.07
C -2.75 1.71 -0.30  -0.27
N -1.71 0.90 0.08  -0.08
H -1.23 4.87 2.66  0.07
H -2.89 4.26 2.62  0.07
H -2.41 5.59 1.57  0.07
H -1.16 2.81 1.45  0.07
H -1.06 5.06 -0.59  0.08
H -0.24 3.50 -0.70  0.07
H 0.24 4.67 0.55  0.04
H -3.86 4.91 0.11  0.10
H -5.72 4.05 -1.26  0.09
H -5.66 1.71 -2.06  0.10
H -4.75 -0.17 -2.35  0.12
H -2.93 -1.44 -0.29  0.05
H -4.07 -2.24 -1.36  0.08
H -4.67 -1.21 -0.07  0.08
H -1.70 -0.27 -2.23  0.05
H -2.67 0.54 -3.48  0.07
H -2.74 -1.22 -3.30  0.06
C 0.28 -2.31 -5.76  -0.13
N 0.16 -1.86 -4.39  -0.30
C -0.45 -2.84 -3.50  -0.11
P 1.21 -0.74 -3.74  0.53
O 0.89 -0.51 -2.32  -0.25
N 1.11 0.55 -4.80  -0.31
C 2.01 1.66 -4.50  -0.12
C -0.24 1.03 -5.11  -0.11
N 2.82 -1.20 -3.92  -0.30
C 3.31 -2.16 -2.94  -0.11
C 3.46 -1.33 -5.21  -0.14
H -0.71 -2.46 -6.19  0.08
H 0.83 -3.26 -5.83  0.08
H 0.80 -1.56 -6.36  0.07
H -1.47 -3.06 -3.85  0.08
H -0.51 -2.44 -2.49  0.07
H 0.12 -3.78 -3.49  0.09
H 3.00 1.30 -4.27  0.07
H 1.64 2.25 -3.64  0.08
H 2.06 2.32 -5.37  0.08
H -0.91 0.20 -5.28  0.07
H -0.19 1.64 -6.02  0.08
H -0.64 1.65 -4.30  0.09
H 2.78 -2.03 -1.99  0.05
H 4.38 -1.99 -2.76  0.08
H 3.18 -3.19 -3.29  0.09
H 3.04 -0.62 -5.92  0.07
H 3.35 -2.34 -5.62  0.08
H 4.53 -1.13 -5.10  0.08

Summary:
**Total charge**: -1
**M**: 967.780 g/mol
**Multiplicity**: 2
**Relative energy (zero: lowest compared OMol25 entry of this formula, charge and spin)**: 0.0 kJ/mol
**Frontier orbital gap (spin up / spin down)**: 5.01 / 4.98 eV

# 4
A structure of composition C44H61ClN8NbS2SbSe in a non-equilibrium geometry. Source: OMol25; level of theory: the ωB97M-V functional and the def2-TZVPD basis.

Each line ends with the Löwdin charge.
Geometry (Å):
Nb 0.68 -1.11 1.60  1.51
C -5.13 0.30 2.83  -0.03
C -4.41 -0.47 1.93  -0.04
C -3.03 -0.32 1.86  -0.10
C -2.41 0.58 2.70  -0.30
C -3.10 1.30 3.65  -0.03
C -4.46 1.16 3.70  -0.05
N -1.01 0.75 2.48  -0.06
N -0.46 1.52 3.29  0.10
C 0.94 1.77 3.08  -0.31
C 1.44 2.81 3.82  0.03
C 2.79 3.07 3.74  0.01
C 3.58 2.26 2.94  0.00
C 2.95 1.27 2.21  -0.14
N 1.65 1.01 2.27  0.02
H -6.21 0.23 2.86  0.12
H -4.93 -1.15 1.26  0.12
H -2.47 -0.88 1.13  0.01
H -2.55 1.97 4.30  0.12
H -5.00 1.75 4.43  0.12
H 0.78 3.39 4.45  0.13
H 3.22 3.88 4.31  0.13
H 4.66 2.39 2.86  0.13
H 3.51 0.60 1.56  0.09
S -1.94 -3.38 4.09  1.01
C -0.99 -2.47 3.26  -0.78
N -0.18 -1.74 2.74  -0.44
N 2.15 0.16 -0.59  0.00
H 1.82 0.42 -1.50  0.01
H 3.14 0.41 -0.53  0.04
H 1.63 0.73 0.08  -0.10
S -1.01 -2.90 0.38  0.61
C -1.74 -2.50 -1.04  -0.78
N -2.21 -2.17 -2.06  0.14
C 4.47 -1.85 -2.06  -0.14
C 4.02 -3.04 -1.25  -0.54
C 4.94 -3.35 -0.11  -0.14
Sb 1.89 -3.03 -0.75  1.52
C 1.49 -5.04 -0.19  -0.60
C 1.94 -5.42 1.20  -0.13
C 1.86 -6.04 -1.28  -0.12
C 1.02 -2.84 -2.67  -0.56
C 1.82 -3.54 -3.76  -0.12
C 0.69 -1.43 -3.10  -0.17
H 5.36 -2.15 -2.64  0.10
H 4.73 -0.98 -1.46  0.07
H 3.73 -1.52 -2.79  0.05
H 3.97 -3.92 -1.92  0.09
H 5.05 -2.53 0.60  0.01
H 5.93 -3.55 -0.53  0.10
H 4.65 -4.26 0.43  0.07
H 0.41 -4.98 -0.18  0.02
H 3.02 -5.51 1.32  0.08
H 1.49 -6.39 1.42  0.09
H 1.59 -4.74 1.97  0.04
H 2.91 -6.06 -1.56  0.08
H 1.25 -5.87 -2.17  0.07
H 1.60 -7.04 -0.91  0.09
H 0.10 -3.40 -2.55  0.07
H 2.74 -3.00 -4.04  0.08
H 1.21 -3.60 -4.67  0.10
H 2.10 -4.57 -3.50  0.06
H 1.58 -0.88 -3.39  0.07
H 0.13 -0.87 -2.35  0.00
H 0.05 -1.50 -4.01  0.10
C -5.17 -1.11 -4.25  -0.11
C -5.15 -0.63 -2.80  -0.26
C -4.40 0.70 -2.60  -0.17
C -2.96 0.63 -3.10  -0.15
N -2.26 1.92 -2.88  -0.01
C -1.46 2.20 -1.84  -0.59
Se -1.06 1.05 -0.44  0.79
N -1.02 3.48 -2.00  -0.01
C -0.19 4.26 -1.05  -0.13
C -1.00 5.36 -0.38  -0.17
C -2.12 4.87 0.53  -0.24
C -1.64 4.20 1.79  -0.11
C -1.55 3.98 -3.16  -0.15
C -1.44 5.24 -3.78  0.00
C -2.14 5.39 -4.94  -0.06
C -2.97 4.37 -5.49  -0.06
C -3.07 3.15 -4.89  0.01
C -2.33 2.98 -3.72  -0.15
H -5.82 -1.98 -4.35  0.07
H -4.18 -1.43 -4.61  0.07
H -5.54 -0.33 -4.94  0.08
H -4.72 -1.42 -2.16  0.09
H -6.18 -0.48 -2.44  0.11
H -4.40 0.95 -1.53  0.11
H -4.94 1.48 -3.12  0.11
H -2.90 0.47 -4.17  0.12
H -2.38 -0.17 -2.65  0.04
H 0.63 4.67 -1.64  0.13
H 0.24 3.54 -0.36  0.07
H -1.41 5.99 -1.16  0.10
H -0.29 5.98 0.20  0.13
H -2.78 4.20 -0.03  0.11
H -2.77 5.70 0.77  0.12
H -1.03 3.31 1.59  0.01
H -2.47 3.83 2.39  0.07
H -1.05 4.87 2.42  0.09
H -0.81 6.03 -3.42  0.12
H -2.09 6.34 -5.47  0.12
H -3.51 4.59 -6.40  0.11
H -3.71 2.37 -5.29  0.12
Cl 5.41 -1.12 2.85  0.76
C 4.18 -0.87 4.06  -0.61
C 4.58 -0.19 5.18  -0.10
C 3.64 0.09 6.15  -0.06
C 2.32 -0.31 6.01  -0.05
C 1.94 -1.01 4.88  -0.07
C 2.85 -1.27 3.89  -0.30
C 2.37 -1.92 2.60  -0.28
H 5.61 0.12 5.28  0.11
H 3.96 0.59 7.05  0.11
H 1.58 -0.06 6.75  0.11
H 0.92 -1.33 4.75  0.09
H 2.08 -2.93 2.84  0.05
H 3.20 -2.11 1.91  0.01

Summary:
**Total charge**: +2
**M**: 1095.241 g/mol
**Frontier orbital gap (spin up / spin down)**: 4.78 / 4.78 eV